Entry one
15
Properties=species:S:1:pos:R:3:lowdin_charge:R:1 method="wB97M-V/def2-TZVPD" charge=0 homo_ev=-9.1 lumo_ev=-1.00
C 1.788 1.545 -0.015 -0.4306
S 2.450 0.026 -0.713 0.8219
C 1.507 -1.202 0.191 -0.5192
O 0.200 -1.474 -0.301 -0.1770
N -0.680 -0.549 0.150 0.0404
C -1.842 -0.717 -0.349 -0.2148
C -2.890 0.201 0.072 -0.6585
S -4.427 0.144 -0.449 0.6816
H 2.342 2.403 -0.475 0.0479
H 1.906 1.580 1.091 0.0510
H 0.762 1.670 -0.245 -0.0019
H 2.050 -2.170 0.068 0.0945
H 1.429 -0.919 1.254 0.0904
H -2.042 -1.490 -1.069 0.1172
H -2.554 0.950 0.791 0.0569

---

Entry two
15
Properties=species:S:1:pos:R:3:lowdin_charge:R:1 method="wB97M-V/def2-TZVPD" charge=0 homo_ev=-9.0 lumo_ev=0.51
C -2.420 -0.678 -0.127 -0.2143
C -1.741 0.683 -0.245 -0.5816
S 0.005 0.494 -0.662 0.8765
C 0.680 -0.440 0.684 -0.6140
N 1.806 -0.960 0.742 -0.3805
S 2.744 -1.009 -0.673 0.8837
C 3.384 0.604 -0.269 -0.6274
O 2.918 1.490 0.362 -0.0152
H -3.590 -0.707 0.136 0.1147
H -1.820 -1.304 0.579 0.0500
H -2.354 -1.337 -1.040 0.0762
H -2.141 1.298 -1.082 0.0622
H -1.910 1.405 0.757 0.1406
H 0.132 -0.433 1.720 0.1324
H 4.307 0.893 -0.881 0.0967

---

It is entry one that is the least stable of them.